Run w
Computed, not measured: one molecule with the formula CH3N5S, with ωB97M-V/def2-TZVPD.

Results
- E_HOMO: -9.530 eV
- Frontier orbital gap: 0.3605 hartree
- SMILES: NNc1nnns1

Atoms and positions in Å:
N1 -0.6595 0.0629 0.1412
N2 0.5670 -0.6430 -0.0683
C1 1.7437 -0.0267 -0.1240
N3 2.1153 1.2168 -0.1299
N4 3.3847 1.4023 0.0221
N5 4.1270 0.4563 0.1066
S1 3.3241 -1.0519 0.0209
H1 -0.8073 0.3348 1.1324
H2 -0.6494 0.9551 -0.4066
H3 0.3232 -1.3410 -0.8196

Löwdin atomic charge list, values in e, 4 entries: 0.00, -0.11, -0.58, -0.01

---

Run x
Computed, not measured: one molecule with the formula CH3N5S, with ωB97M-V/def2-TZVPD.

Results
- E_HOMO: -8.262 eV
- Frontier orbital gap: 0.3089 hartree
- SMILES: S/N=c1\nn[nH][nH]1

Atoms and positions in Å:
S1 1.6420 1.7361 1.4326
N1 1.2364 0.1688 0.8659
C1 0.2510 0.0773 0.0915
N2 -0.5954 1.1154 -0.4228
N3 -1.5294 0.5810 -1.0706
N4 -1.4732 -0.7685 -0.9937
N5 -0.2377 -1.1285 -0.4412
H1 2.6830 1.2641 2.1676
H2 -1.6602 -1.2025 -1.8891
H3 -0.3166 -1.8431 0.2597

Löwdin atomic charge list, values in e, 4 entries: 0.68, -0.33, -0.56, 0.06

---

Consider the structures shown above. The most stable of them is run x.